DFT (ωB97M-V with the def2-TZVPD basis set) results for C20H42O2OsP4 as an isolated structure at a distorted geometry.

Results
E = -2392.09123 a.u.
Frontier orbital gap (spin up / spin down) = 6.416 / 5.485 eV
⟨S²⟩ = 6.04
Lowest unoccupied orbital energy (spin up / spin down) = -0.4687 / -0.6091 Ha

ORCA input file:
```
! RIJCOSX wB97M-V def2-TZVPD def2/J DEFGRID3
* xyz 4 5
Os -0.012 0.226 0.413
P -0.839 2.971 -0.556
P 0.320 -0.803 2.510
P 2.589 -0.410 -0.077
P -2.008 -1.696 -0.060
O -2.663 1.309 1.565
O 1.668 2.364 1.841
C 3.418 -0.667 1.546
C 1.463 -0.893 3.990
C 0.764 1.076 -3.607
C -2.571 3.174 -1.070
C 0.096 4.098 -1.627
C -0.721 -1.267 -3.428
C -2.888 -2.010 1.523
C -1.445 -3.416 -0.331
C 0.645 -2.586 2.051
C 0.667 -1.317 -3.339
C 1.024 1.616 1.198
C -0.621 1.120 -3.697
C 1.408 -0.151 -3.487
C -0.892 4.043 0.916
C -1.369 -0.044 -3.549
C -0.997 -0.235 3.685
C 3.285 -1.914 -0.852
C -3.533 -1.661 -1.080
C 3.742 0.901 -0.623
C -1.667 0.928 1.020
H -3.460 -2.948 1.428
H -2.462 0.002 -3.519
H -4.238 -2.442 -0.730
H -2.016 -0.372 3.332
H -0.286 5.124 -1.472
H -3.320 -1.809 -2.149
H -0.826 0.836 3.789
H 1.155 4.068 -1.328
H 1.174 -2.266 -3.144
H -1.129 2.087 -3.867
H 0.845 -2.682 0.989
H 4.511 -0.692 1.412
H -0.253 -3.150 2.277
H 2.716 -2.799 -0.530
H 3.477 1.246 -1.631
H 3.681 1.749 0.082
H -0.797 -0.681 4.669
H -2.310 -4.099 -0.363
H -0.802 -3.746 0.493
H 1.470 0.080 4.498
H -2.170 -2.109 2.350
H -2.766 2.584 -1.977
H 1.343 2.005 -3.621
H 4.781 0.516 -0.623
H 0.135 4.258 1.241
H 3.240 -1.857 -1.948
H -3.228 2.824 -0.256
H 0.020 3.808 -2.684
H 3.143 0.151 2.228
H -1.313 -2.198 -3.388
H -0.869 -3.471 -1.262
H -1.412 4.969 0.629
H 0.958 -1.606 4.641
H -3.568 -1.170 1.729
H -4.031 -0.686 -0.961
H 2.512 -0.200 -3.494
H -2.760 4.245 -1.266
H -1.437 3.543 1.726
H 4.336 -2.051 -0.528
H 3.091 -1.636 1.947
H 2.479 -1.248 3.805
H 1.521 -2.936 2.599
*
```